Record 1
Entry from the Open Molecules 2025 dataset: a 2-piece molecular cluster, C6Cl4O3 overall in a non-equilibrium geometry (wB97M-V/def2-TZVPD).

## Properties
- HOMO energy: -9.35 eV
- LUMO: -0.056 Ha
- Multiplicity: 1
- DFT total energy: -62443.256 eV

Last column: Löwdin charge in e.
Positions of all 13 atoms, in Å:
C: -2.0786 -1.0491 -0.5038  -0.21
C: -0.6889 1.2112 0.3311  -0.12
C: 2.7128 -0.3478 -0.5432  -0.72
C: -1.0469 -1.2053 0.2481  -0.67
C: 1.9628 -0.0786 -1.4418  -0.71
C: -0.5219 0.0102 0.7988  -0.68
O: -2.9748 -0.7971 -1.1620  0.27
O: -1.4164 3.2376 1.0147  -0.10
O: -0.6113 2.4251 0.2824  -0.02
Cl: 3.6417 -1.1441 0.5172  0.72
Cl: -0.5304 -2.7594 0.8661  0.69
Cl: 0.9080 0.5969 -2.4487  0.78
Cl: 0.6439 -0.0997 2.0412  0.78

Atoms 1-2, force components in eV/Å:
-1.08 -0.39 -0.78
-0.15 0.88 0.47

---

Record 2
Entry from the Open Molecules 2025 dataset: C6F18KN3O12S6 as an isolated structure in a non-equilibrium geometry (wB97M-V/def2-TZVPD).

## Properties
- Total charge: -1
- Energy above the lowest of the compared OMol25 structures with the same formula, charge and spin: 206.5 kJ/mol
- HOMO energy (spin up / spin down): -7.54 / -7.54 eV
- LUMO (spin up / spin down): 0.046 / -0.173 Ha
- Multiplicity: 2
- DFT total energy: -165506.847 eV

Last column: Löwdin spin population.
Positions of all 46 atoms, in Å:
K: -7.1598 -11.6537 -2.3678  0.00
C: -8.9094 -15.0877 -4.0230  0.01
F: -10.0398 -14.9091 -3.3038  0.00
F: -7.8016 -14.7197 -3.3357  0.00
F: -8.8040 -16.3467 -4.4773  0.00
S: -9.0645 -13.8968 -5.5530  0.00
O: -8.1524 -14.3604 -6.5698  0.00
O: -10.5002 -13.9213 -5.9568  0.13
N: -8.5026 -12.4404 -4.8885  0.01
S: -8.8714 -11.4995 -6.0242  0.05
O: -8.3407 -11.6665 -7.3509  0.00
O: -10.3646 -11.1843 -6.0123  0.63
C: -7.9221 -9.8664 -5.5468  0.10
F: -8.2801 -9.4718 -4.3049  0.02
F: -6.6428 -10.2007 -5.5490  0.04
F: -8.2116 -8.9940 -6.4541  0.02
C: -5.1550 -13.9266 -0.1612  0.00
F: -5.8244 -14.4255 -1.2168  0.00
F: -5.8223 -13.0940 0.6111  0.00
F: -4.6529 -14.9451 0.4766  0.00
S: -3.6938 -12.8447 -0.9972  0.00
O: -2.8702 -12.4654 0.1175  0.00
O: -2.9189 -13.6953 -1.8912  0.00
N: -4.6272 -11.6573 -1.9106  0.00
S: -3.8563 -10.3773 -1.6744  0.00
O: -4.1987 -9.7910 -0.3878  0.00
O: -2.4210 -10.3964 -2.0905  0.00
C: -4.5924 -9.1656 -2.9141  0.00
F: -5.8661 -8.8054 -2.5600  0.00
F: -3.8967 -7.9856 -2.8567  0.00
F: -4.6740 -9.5016 -4.2202  0.00
C: -11.3855 -9.2821 -1.2577  0.00
F: -12.3334 -8.7088 -0.4346  0.00
F: -11.6053 -10.6430 -1.4265  0.00
F: -11.5395 -8.7093 -2.5054  0.00
S: -9.5427 -8.9407 -0.7162  0.00
O: -9.1011 -8.2697 -1.9688  0.00
O: -9.6062 -8.0237 0.4877  0.00
N: -8.8489 -10.5141 -0.4463  0.00
S: -9.3944 -10.9424 0.9148  0.00
O: -8.3160 -10.9871 1.9484  0.00
O: -10.6669 -10.3513 1.3125  0.00
C: -9.6666 -12.8001 0.5928  0.00
F: -10.7754 -12.9527 -0.1644  0.00
F: -8.6496 -13.3615 -0.1426  0.00
F: -9.7024 -13.4349 1.7639  0.00

Atoms 1-2, force components in eV/Å:
-0.46 0.09 0.26
-0.37 0.89 -0.45

---

Record 3
Entry from the Open Molecules 2025 dataset: an isolated ion of composition C6H10 and charge -1 in a non-equilibrium geometry (wB97M-V/def2-TZVPD).

## Properties
- Total charge: -1
- Energy above the lowest of the compared OMol25 structures with the same formula, charge and spin: 173.4 kJ/mol
- HOMO energy (spin up / spin down): -0.29 / -1.99 eV
- LUMO (spin up / spin down): 0.162 / 0.158 Ha
- Multiplicity: 2
- DFT total energy: -6380.327 eV

Last column: Löwdin spin population.
Positions of all 16 atoms, in Å:
C: 0.8250 1.1145 2.0343  0.02
C: -0.1818 0.0498 1.5352  0.05
C: -0.8068 0.0498 0.1438  0.32
C: -0.7292 -1.1470 -0.6009  0.15
C: -0.3859 -1.1326 -2.0996  0.08
C: 0.4918 -0.1132 -2.6404  0.25
H: 0.7332 1.9527 1.3869  0.00
H: 0.5110 1.4029 3.0761  0.00
H: 1.8887 0.7904 2.1380  0.00
H: 0.2963 -0.9229 1.9381  0.00
H: -1.0796 0.1485 2.1837  0.02
H: -1.0468 1.1148 -0.2578  0.02
H: -1.2024 -2.0876 -0.2690  0.03
H: -0.8191 -1.9835 -2.6926  0.00
H: 0.6004 0.9008 -2.2028  0.03
H: 0.9051 -0.1374 -3.6729  0.02

Atoms 1-2, force components in eV/Å:
-0.27 -0.41 1.12
-0.92 -1.35 2.04

---

Record 4
Entry from the Open Molecules 2025 dataset: a 2-piece molecular cluster, C6H10 overall in a non-equilibrium geometry (wB97M-V/def2-TZVPD).

## Properties
- Energy above the lowest of the compared OMol25 structures with the same formula, charge and spin: 609.3 kJ/mol
- HOMO energy: -8.18 eV
- LUMO: -0.025 Ha
- Multiplicity: 1
- DFT total energy: -6377.545 eV

Last column: Löwdin charge in e.
Positions of all 16 atoms, in Å:
C: -1.3214 0.5526 -1.2277  -0.09
C: -0.7831 0.1914 0.1451  -0.46
C: -1.5147 -0.5220 1.0348  0.04
C: 0.5189 0.8195 0.5435  -0.28
C: 1.6178 0.3869 -0.4143  -0.17
C: 2.3432 -0.6702 0.0200  -0.07
H: -1.7021 1.5562 -1.2366  0.07
H: -0.4318 0.5198 -1.8883  0.06
H: -2.0943 -0.1308 -1.5884  0.08
H: -2.5147 -0.9634 0.7896  0.08
H: -1.1176 -0.7128 2.0592  0.07
H: 0.7370 0.5186 1.6299  0.12
H: 0.3464 1.8977 0.4966  0.11
H: 0.5982 -1.1085 -0.7923  0.31
H: 2.2841 -1.0179 1.0489  0.06
H: 3.0340 -1.3171 -0.6199  0.07

Atoms 1-2, force components in eV/Å:
1.20 -0.70 -0.11
-1.66 -0.41 0.73

---

Record 5
Entry from the Open Molecules 2025 dataset: an isolated molecule of C6H10 in a non-equilibrium geometry (wB97M-V/def2-TZVPD).

## Properties
- Energy above the lowest of the compared OMol25 structures with the same formula, charge and spin: 304.4 kJ/mol
- HOMO energy: -8.34 eV
- LUMO: 0.044 Ha
- Multiplicity: 1
- DFT total energy: -6380.705 eV

Last column: Löwdin charge in e.
Positions of all 16 atoms, in Å:
C: -1.7824 0.3911 0.7015  0.01
C: -1.3540 -0.0024 -0.5003  -0.19
C: -0.3185 0.9991 -0.7972  -0.18
C: 0.8854 1.0192 -0.2262  -0.14
C: 1.2819 -0.1739 0.6192  -0.23
C: 0.8317 -1.3864 -0.2174  -0.13
H: -1.0631 0.6864 1.4631  0.07
H: -2.8181 0.5574 0.9137  0.06
H: -1.9351 -0.5573 -1.2446  0.12
H: -0.7648 1.8173 -1.3589  0.11
H: 1.5262 1.8843 -0.3159  0.10
H: 0.8376 -0.1169 1.6289  0.10
H: 2.3605 -0.2189 0.7772  0.10
H: 0.6257 -0.8583 -1.1574  0.06
H: 0.0285 -2.0107 0.1978  0.08
H: 1.6584 -2.0300 -0.4834  0.06

Atoms 1-2, force components in eV/Å:
-0.88 -0.54 0.42
-0.69 1.16 0.32

---

Record 6
Entry from the Open Molecules 2025 dataset: an isolated molecule of C6H10 in a non-equilibrium geometry (wB97M-V/def2-TZVPD).

## Properties
- Energy above the lowest of the compared OMol25 structures with the same formula, charge and spin: 183.2 kJ/mol
- HOMO energy: -8.76 eV
- LUMO: 0.046 Ha
- Multiplicity: 1
- DFT total energy: -6381.961 eV

Last column: Löwdin charge in e.
Positions of all 16 atoms, in Å:
C: -0.2415 -1.5925 0.9991  -0.07
C: -0.2805 -0.7997 -0.3078  -0.31
C: -1.1610 0.4851 -0.3298  -0.12
C: 0.0412 1.3506 -0.6540  -0.24
C: 1.1710 1.1542 0.2790  -0.09
C: 0.9182 0.0767 -0.7170  -0.17
H: -1.2247 -2.0420 1.1966  0.08
H: 0.4930 -2.4047 0.9649  0.08
H: -0.0001 -0.9599 1.8613  0.07
H: -0.5422 -1.4885 -1.1177  0.13
H: -1.8908 0.4409 -1.1433  0.11
H: -1.6546 0.7725 0.5976  0.10
H: 0.0645 2.1767 -1.3644  0.13
H: 0.9004 0.9987 1.3185  0.10
H: 2.0678 1.7405 0.1192  0.10
H: 1.2709 0.1570 -1.7185  0.12

Atoms 1-2, force components in eV/Å:
0.10 0.07 -0.04
-0.12 0.02 -0.09